Entry 1:
The following is a DFT calculation (wB97M-V/def2-TZVPD) of 6 unconnected molecules or ions with the total composition C12H24Br12 in a non-equilibrium geometry.

The calculation puts the HOMO energy at -10.0 eV. The SMILES is BrCCBr.BrCCBr.BrCCBr.BrCCBr.BrCCBr.BrCCBr. For the energy above the lowest of the compared OMol25 structures with the same formula, charge and spin, the calculation gives 0.8840 eV. The total charge is 0. As for the HOMO-LUMO gap: 10.1 eV.

Geometry (Å):
Br -1.431 -3.763 -1.996
C -2.760 -2.582 -1.155
C -3.976 -2.455 -2.123
Br -5.339 -1.350 -1.221
H -2.361 -1.583 -1.003
H -3.077 -2.969 -0.191
H -4.369 -3.447 -2.324
H -3.672 -1.999 -3.060
Br 1.421 -1.116 -2.655
C 0.732 0.743 -2.450
C -0.022 1.249 -3.667
Br -0.623 3.094 -3.300
H 1.594 1.362 -2.197
H 0.170 0.844 -1.522
H -0.961 0.750 -3.879
H 0.604 1.336 -4.548
Br 4.210 -4.532 -2.272
C 2.666 -4.912 -1.148
C 2.470 -3.794 -0.177
Br 0.887 -4.265 0.964
H 2.738 -5.867 -0.634
H 1.854 -4.992 -1.867
H 2.367 -2.777 -0.542
H 3.317 -3.723 0.504
Br 2.780 5.435 1.309
C 4.559 4.558 1.452
C 5.683 5.555 1.679
Br 7.294 4.609 2.391
H 4.748 4.049 0.513
H 4.433 3.893 2.298
H 5.457 6.272 2.462
H 5.833 6.077 0.737
Br -7.297 -0.216 1.954
C -5.660 -1.222 2.328
C -4.456 -0.263 2.438
Br -2.825 -1.094 3.211
H -5.562 -1.979 1.555
H -5.753 -1.803 3.245
H -4.857 0.579 2.997
H -4.254 0.076 1.426
Br 2.728 1.510 1.721
C 0.915 2.135 1.235
C -0.114 0.986 1.377
Br -1.940 1.304 0.672
H 1.030 2.491 0.217
H 0.756 2.939 1.945
H -0.200 0.752 2.435
H 0.266 0.105 0.868

Forces on the atoms, in the same order (eV/Å):
Br -0.486 0.415 0.306
C -1.072 0.423 -0.902
C 1.024 -0.418 0.949
Br 0.369 -0.328 -0.511
H 0.485 -0.117 -0.015
H 0.213 -0.320 -0.092
H -0.367 0.148 0.063
H -0.190 0.239 0.087
Br -0.491 0.969 0.004
C 0.326 0.262 0.461
C 0.027 0.435 0.381
Br 0.228 -0.222 0.078
H 0.277 -0.110 -0.680
H -0.562 -0.672 -0.264
H 0.238 -0.388 0.029
H -0.030 -0.217 0.002
Br 0.122 -0.143 0.210
C -0.652 0.136 -0.694
C 0.112 0.093 1.307
Br 0.735 0.391 -0.443
H 0.468 0.036 -0.089
H -0.110 0.087 0.163
H -0.557 -0.259 -0.493
H -0.103 -0.321 0.184
Br 0.715 -0.094 -0.111
C 0.102 0.244 0.367
C -0.500 -0.015 0.411
Br -0.731 0.431 -0.732
H -0.330 -0.307 0.148
H 0.084 -0.179 -0.200
H -0.068 -0.022 -0.048
H 0.757 -0.001 0.160
Br 0.511 -0.272 0.123
C 0.863 -0.792 0.551
C -1.386 -0.383 -0.639
Br -1.138 0.417 -0.368
H 0.075 0.325 -0.277
H -0.479 0.398 0.199
H 0.889 0.075 0.476
H 0.523 0.009 0.156
Br -0.543 -0.240 -0.111
C -0.384 -0.435 -0.019
C 0.897 0.239 0.205
Br 1.137 0.352 0.049
H -0.196 0.162 0.051
H -0.267 0.119 -0.253
H -0.349 -0.086 -0.060
H -0.189 -0.063 -0.120

***

Entry 2:
The following is a DFT calculation (wB97M-V/def2-TZVPD) of a molecular structure, C37H40OP2Sn in a non-equilibrium geometry.

The calculation puts the HOMO energy (spin up / spin down) at -12.7 / -12.5 eV. The total charge is +2. As for the HOMO-LUMO gap (spin up / spin down): 5.7 / 4.1 eV.

Geometry (Å):
Sn 0.000 0.000 0.000
C -2.054 -0.080 0.858
C -2.163 -0.402 -0.491
C -2.651 0.544 -1.576
C -1.504 1.303 -2.287
C -0.374 1.716 -1.370
C -0.503 2.197 -0.071
C -1.824 2.468 0.630
C -2.322 1.273 1.478
C 2.057 0.263 -0.130
H -2.008 -0.907 1.564
H -2.163 -1.459 -0.747
H -3.370 1.251 -1.152
H -3.197 -0.037 -2.326
H -1.076 0.653 -3.058
H -1.909 2.182 -2.812
H 0.584 1.867 -1.864
H 0.375 2.664 0.371
H -2.580 2.753 -0.106
H -1.698 3.332 1.291
H -1.812 1.292 2.448
H -3.396 1.389 1.690
H 2.569 -0.183 0.729
H 2.326 1.325 -0.194
H 2.418 -0.242 -1.035
P 0.124 -2.538 -9.458
P 2.253 0.550 -9.723
C -0.237 -0.870 -10.077
C 0.492 0.265 -10.055
C -0.806 -3.668 -10.555
C -1.974 -3.294 -11.234
C -2.623 -4.202 -12.069
C -2.118 -5.494 -12.226
C -0.960 -5.877 -11.546
C -0.303 -4.966 -10.723
C -0.917 -2.506 -7.938
C -0.521 -1.657 -6.891
C -1.243 -1.609 -5.701
C -2.359 -2.430 -5.525
C -2.745 -3.293 -6.549
C -2.033 -3.330 -7.749
C 2.718 1.326 -11.329
C 2.719 0.510 -12.473
C 3.091 1.024 -13.713
C 3.495 2.355 -13.828
C 3.521 3.166 -12.693
C 3.132 2.658 -11.453
C 2.300 1.966 -8.566
C 3.392 2.050 -7.691
C 3.489 3.100 -6.780
C 2.484 4.068 -6.723
C 1.390 3.989 -7.586
C 1.300 2.946 -8.508
H -1.271 -0.785 -10.415
H -0.002 1.174 -10.400
H -2.370 -2.291 -11.106
H -3.519 -3.899 -12.602
H -2.624 -6.199 -12.880
H -0.561 -6.880 -11.671
H 0.617 -5.249 -10.218
H 0.363 -1.032 -7.008
H -0.928 -0.939 -4.906
H -2.918 -2.400 -4.594
H -3.610 -3.939 -6.420
H -2.350 -3.999 -8.544
H 2.431 -0.536 -12.390
H 3.076 0.380 -14.589
H 3.794 2.754 -14.793
H 3.838 4.203 -12.772
H 3.146 3.302 -10.579
H 4.155 1.276 -7.717
H 4.338 3.154 -6.105
H 2.551 4.879 -6.004
H 0.603 4.736 -7.539
H 0.452 2.887 -9.185
C 0.499 -1.391 2.794
C 0.374 -1.632 1.319
O 0.538 -2.754 0.864
H -0.438 -0.963 3.202
H 1.324 -0.670 2.976
H 0.723 -2.336 3.331

Forces on the atoms, in the same order (eV/Å):
Sn 2.202 -1.464 0.111
C -1.736 0.298 0.738
C -0.638 -0.371 -0.860
C 0.022 0.307 -0.123
C -0.332 -0.122 -0.030
C -0.707 1.364 -0.783
C -0.474 1.142 0.099
C -0.341 -0.070 0.021
C 0.084 0.333 -0.024
C 1.793 0.117 -0.878
H -0.046 0.081 -0.163
H -0.092 -0.006 0.139
H 0.089 -0.200 -0.077
H 0.094 0.072 0.160
H -0.068 0.112 0.077
H 0.133 -0.073 0.128
H -0.019 -0.148 0.159
H 0.008 -0.076 -0.073
H 0.175 0.018 0.144
H 0.012 -0.157 -0.133
H -0.122 0.015 -0.089
H 0.144 -0.131 -0.049
H -0.213 0.048 -0.128
H -0.097 -0.215 -0.012
H 0.148 0.179 0.256
P 0.321 -0.353 0.405
P -0.675 1.582 -1.053
C 0.142 1.246 0.040
C -0.980 -1.579 -0.170
C 0.014 0.006 -0.333
C 0.169 -0.206 -0.008
C 0.141 0.051 0.128
C 0.174 0.122 0.194
C -0.153 0.167 -0.037
C -0.050 0.211 -0.029
C 0.008 0.146 0.280
C -0.157 -0.084 0.036
C -0.047 -0.168 -0.232
C 0.189 0.004 -0.285
C 0.110 0.120 -0.016
C 0.079 0.118 0.064
C 0.309 -0.681 0.299
C 0.061 -0.141 -0.377
C -0.133 -0.119 0.243
C -0.073 -0.181 0.235
C -0.235 -0.066 0.334
C 0.336 0.297 -0.028
C 0.293 -0.211 0.558
C -0.148 -0.015 -0.066
C -0.196 0.072 -0.037
C 0.074 -0.270 -0.147
C 0.113 -0.219 -0.107
C -0.023 -0.145 0.049
H 0.117 0.323 0.029
H 0.138 -0.045 -0.003
H -0.116 -0.194 -0.115
H 0.125 -0.053 0.097
H 0.083 0.117 0.108
H -0.064 0.165 0.030
H -0.109 -0.031 -0.055
H -0.098 -0.050 0.010
H -0.008 -0.089 -0.116
H 0.051 -0.039 -0.139
H 0.150 0.101 -0.029
H 0.019 0.055 0.125
H 0.035 0.139 -0.048
H -0.005 0.109 0.173
H -0.025 -0.067 0.159
H -0.087 -0.179 0.037
H 0.076 -0.045 -0.136
H -0.005 0.144 0.038
H -0.116 -0.007 -0.138
H 0.004 -0.109 -0.132
H 0.133 -0.097 -0.065
H 0.056 0.141 0.151
C 0.303 -0.055 0.845
C 0.118 -3.002 1.383
O -0.335 1.808 -0.141
H 0.479 -0.070 -0.213
H -0.489 -0.260 -0.052
H -0.114 0.535 -0.360

***

Entry 3:
The following is a DFT calculation (wB97M-V/def2-TZVPD) of a molecular structure, C34H37MgN6O3P2S in a non-equilibrium geometry.

The calculation puts the HOMO energy (spin up / spin down) at -2.9 / -7.2 eV. Its expectation value of S² is 0.76. For the energy above the lowest of the compared OMol25 structures with the same formula, charge and spin, the calculation gives 0.8924 eV. The total charge is 0. As for the HOMO-LUMO gap (spin up / spin down): 3.0 / 7.3 eV. As for the spin multiplicity: 2.

Geometry (Å):
Mg 0.856 -0.964 0.748
O 1.290 0.983 0.380
P 0.035 1.803 0.349
C -1.324 1.037 -0.627
P -0.455 -0.061 -1.836
O 0.136 -1.219 -1.072
C 0.689 0.910 -2.748
C 2.051 0.506 -2.822
C 2.935 1.209 -3.604
C 2.501 2.315 -4.367
C 1.147 2.687 -4.340
C 0.249 2.012 -3.546
C -1.712 -0.673 -2.974
C -2.594 -1.644 -2.479
C -3.484 -2.282 -3.326
C -3.510 -1.956 -4.675
C -2.634 -0.996 -5.173
C -1.733 -0.365 -4.333
C -0.571 2.385 1.945
C 0.375 2.570 2.950
C -0.023 3.017 4.200
C -1.360 3.297 4.450
C -2.297 3.138 3.439
C -1.908 2.681 2.190
C 0.354 3.378 -0.474
C 1.663 3.713 -0.795
C 1.945 4.940 -1.372
C 0.920 5.839 -1.626
C -0.389 5.516 -1.289
C -0.672 4.294 -0.705
H -1.898 1.797 -1.157
H -1.977 0.434 0.004
H 2.371 -0.362 -2.256
H 3.973 0.899 -3.656
H 3.205 2.879 -4.967
H 0.807 3.525 -4.939
H -0.792 2.323 -3.523
H -2.573 -1.874 -1.419
H -4.162 -3.035 -2.940
H -4.212 -2.448 -5.337
H -2.649 -0.745 -6.226
H -1.032 0.364 -4.720
H 1.413 2.335 2.748
H 0.713 3.140 4.985
H -1.669 3.637 5.430
H -3.341 3.356 3.632
H -2.648 2.537 1.411
H 2.444 2.984 -0.616
H 2.962 5.190 -1.640
H 1.138 6.792 -2.093
H -1.187 6.224 -1.477
H -1.691 4.049 -0.424
O -0.653 -0.338 1.804
N -0.671 -0.530 3.115
C -1.875 -0.532 3.725
C -1.998 -0.649 5.080
C -0.844 -0.767 5.858
C 0.375 -0.793 5.224
C 0.488 -0.692 3.827
S 1.986 -0.789 3.028
H -2.721 -0.423 3.064
H -2.983 -0.639 5.524
H -0.906 -0.836 6.935
H 1.296 -0.883 5.781
C -1.009 -4.952 -0.498
N 0.317 -5.019 0.088
C 1.093 -6.218 -0.176
C 0.769 -3.949 0.782
N 0.075 -2.924 1.112
N 2.135 -4.011 1.183
C 2.978 -2.929 1.011
N 4.207 -3.079 1.605
N 2.652 -1.956 0.243
H -1.092 -5.724 -1.259
H -1.163 -3.984 -0.979
H -1.790 -5.117 0.252
H 1.356 -6.293 -1.234
H 0.513 -7.100 0.102
H 2.010 -6.211 0.400
H -0.888 -2.960 0.796
H 2.295 -4.540 2.025
H 4.288 -3.744 2.357
H 4.695 -2.218 1.786
H 3.396 -1.271 0.151

Forces on the atoms, in the same order (eV/Å):
Mg 0.824 -0.366 -0.139
O 0.069 -0.092 0.291
P -0.624 1.173 -0.941
C 0.286 -0.252 0.346
P 0.973 1.476 -1.657
O -0.398 -0.221 0.181
C -1.040 -1.070 0.812
C 0.625 0.182 -0.104
C -0.220 -0.330 0.308
C 0.170 0.404 -0.342
C -0.089 -0.137 0.262
C -0.062 0.504 -0.337
C -0.550 -0.444 0.362
C 0.092 0.331 -0.099
C -0.110 -0.106 -0.017
C 0.083 0.095 -0.010
C -0.167 -0.133 -0.044
C 0.123 0.098 0.156
C 0.031 -0.161 0.190
C -0.033 -0.040 -0.090
C -0.001 0.015 0.094
C 0.050 -0.009 -0.049
C -0.117 0.019 0.065
C 0.078 -0.099 -0.082
C 0.121 0.043 0.086
C -0.021 -0.259 -0.038
C -0.004 0.122 -0.084
C 0.012 -0.045 0.017
C -0.050 0.105 -0.016
C 0.086 -0.161 -0.008
H 0.065 0.068 -0.032
H -0.066 0.083 0.057
H 0.043 0.029 -0.019
H -0.003 -0.022 0.039
H -0.021 -0.062 -0.010
H -0.011 0.019 0.015
H 0.037 0.071 0.009
H -0.026 -0.099 -0.016
H 0.004 0.014 0.008
H 0.011 -0.005 -0.012
H 0.002 -0.007 0.001
H -0.010 -0.075 -0.031
H 0.009 -0.038 0.056
H 0.001 0.001 -0.017
H -0.004 0.007 -0.008
H 0.013 0.009 -0.016
H -0.022 -0.007 0.026
H 0.026 0.026 -0.055
H 0.008 -0.027 -0.008
H -0.002 0.002 0.016
H 0.003 -0.022 -0.011
H -0.018 0.063 -0.039
O -0.784 -0.145 0.561
N -0.038 0.049 0.288
C -0.110 0.091 0.032
C -0.130 -0.015 0.149
C 0.259 0.038 -0.258
C -0.415 0.033 0.337
C 0.231 -0.058 -0.215
S 0.036 0.178 0.433
H 0.075 0.034 -0.101
H -0.006 0.010 -0.037
H -0.008 -0.022 0.006
H 0.022 -0.028 -0.021
C -0.019 -0.003 0.050
N 0.183 -0.001 -0.031
C 0.007 -0.004 -0.023
C -0.308 -0.053 0.042
N 0.132 -0.518 0.076
N 0.025 0.069 0.124
C 0.330 -0.090 -0.430
N -0.050 -0.037 0.031
N 0.319 -0.098 0.086
H -0.006 -0.011 0.005
H 0.010 -0.013 -0.026
H -0.019 0.021 -0.023
H -0.034 0.029 -0.002
H 0.003 0.011 0.005
H 0.029 -0.009 -0.018
H 0.079 -0.024 -0.070
H -0.060 -0.024 0.022
H -0.011 0.003 0.007
H 0.002 0.015 0.002
H 0.080 -0.101 -0.063

***

Entry 4:
The following is a DFT calculation (wB97M-V/def2-TZVPD) of C3H6N2OS in the gas phase in a non-equilibrium geometry.

The calculation puts the HOMO energy at -8.9 eV. The SMILES is [H]/N=C(/N)C(=S)OC. For the energy above the lowest of the compared OMol25 structures with the same formula, charge and spin, the calculation gives 2.7706 eV. The total charge is 0. As for the HOMO-LUMO gap: 8.8 eV.

Geometry (Å):
H -1.517 -0.132 1.340
N -0.719 -0.838 1.223
C -0.038 -0.853 0.209
N 1.144 -1.572 0.157
C -0.362 -0.016 -1.094
S -0.659 -0.864 -2.464
O -0.725 1.202 -0.945
C 0.014 1.780 0.200
H 1.185 -2.375 0.826
H 1.204 -2.115 -0.718
H 1.105 1.397 0.183
H -0.208 2.861 -0.084
H -0.425 1.524 1.167

Forces on the atoms, in the same order (eV/Å):
H 1.521 -1.557 -0.861
N -3.339 1.185 3.408
C 1.547 0.863 -2.817
N 0.369 -2.657 -0.726
C -0.919 -3.891 -0.376
S 0.431 0.310 0.302
O 0.849 1.126 1.581
C 0.221 1.830 -1.026
H -0.328 1.488 0.061
H 0.145 1.068 -0.085
H -1.728 1.169 -0.110
H 1.242 -1.112 1.053
H -0.012 0.178 -0.404